Density functional theory data (ωB97M-V/def2-TZVPD) for a molecular structure, C21H21F5N13O3SSn in a non-equilibrium geometry.

The value obtained for the HOMO energy is -3.76 eV. Its energy relative to the best compared isomer or geometry (same formula, charge and spin) is 158.30 kJ/mol. Its spin multiplicity is 1. For the total energy, the calculation gives -77884.80952 eV. As for the net charge: -1.

The geometry in XYZ format:
```
65
C21H21F5N13O3SSn ωB97M-V/def2-TZVPD
Sn -0.456 0.844 -0.241
C 2.330 -3.957 -2.595
C 1.817 -2.655 -3.132
C 0.507 -2.267 -2.747
C -0.071 -1.131 -3.310
C 0.722 -0.249 -4.072
C 2.075 -0.580 -4.327
C 2.584 -1.809 -3.970
H 2.938 -3.781 -1.702
H 2.936 -4.500 -3.272
H 1.437 -4.575 -2.340
H -0.116 -2.895 -2.110
H -1.047 -0.861 -3.110
H 0.369 0.701 -4.447
H 2.825 0.081 -4.849
H 3.536 -2.179 -4.287
N -3.505 2.547 -1.575
C -2.317 3.221 -1.605
N -2.212 4.522 -1.706
N -0.917 4.791 -1.720
N -0.240 3.704 -1.665
N -1.092 2.645 -1.493
C -3.619 1.147 -1.679
N -4.659 0.513 -2.186
N -4.352 -0.831 -2.047
N -3.275 -0.931 -1.346
N -2.783 0.372 -1.026
H -4.299 3.050 -1.954
F -4.809 -5.395 2.023
C -3.613 -4.746 1.987
C -2.426 -5.372 1.589
F -2.458 -6.621 1.120
C -1.307 -4.562 1.268
F -0.209 -5.197 0.703
C -1.294 -3.168 1.394
S -0.026 -2.287 0.735
C -2.464 -2.653 2.007
F -2.512 -1.335 2.222
C -3.572 -3.437 2.338
F -4.748 -2.901 2.859
N -2.900 3.770 4.124
C -2.623 2.416 3.564
C -1.929 2.517 2.215
O -1.518 3.724 1.836
O -1.687 1.502 1.531
H -3.890 3.939 3.978
H -1.664 4.359 2.560
H -2.564 3.696 5.107
H -3.524 1.785 3.439
H -1.973 1.773 4.210
C 5.894 2.199 1.679
N 4.551 1.773 1.248
C 3.523 2.797 0.963
C 2.318 1.855 0.708
O 1.185 2.299 0.427
N 2.673 0.552 0.790
C 3.993 0.519 1.095
N 4.756 -0.606 1.218
H 5.976 3.286 1.417
H 6.609 1.577 1.149
H 6.019 2.114 2.783
H 3.763 3.487 0.124
H 3.286 3.520 1.803
H 4.300 -1.464 1.150
H 5.748 -0.651 1.147
```



Density functional theory data (ωB97M-V/def2-TZVPD) for a single C8H11BBrF3NO5PS molecule in a non-equilibrium geometry.

The value obtained for the HOMO energy is -8.56 eV. Its spin multiplicity is 1. For the total energy, the calculation gives -119198.92263 eV. As for the net charge: 0.

The geometry in XYZ format:
```
32
C8H11BBrF3NO5PS ωB97M-V/def2-TZVPD
C -4.265 -1.402 0.069
C -2.975 -1.030 -0.684
B -1.964 -0.274 0.250
O -2.175 -0.145 1.588
C -0.642 0.512 -0.258
N 0.233 0.210 -1.182
P 0.069 -1.358 -2.035
O 1.325 -1.263 -2.991
Br 0.823 -2.702 -0.379
C 1.247 1.266 -1.348
C 2.450 1.056 -2.299
O 2.375 1.651 -3.361
O 3.347 0.327 -1.834
C 1.517 1.760 0.058
C 2.300 0.700 0.882
O 1.505 0.020 1.865
C 1.503 0.527 3.113
F 2.391 -0.100 3.895
F 0.291 0.338 3.657
F 1.772 1.840 3.148
S -0.229 1.943 0.604
H -4.964 -1.938 -0.565
H -4.043 -2.034 0.927
H -4.723 -0.505 0.481
H -3.238 -0.437 -1.560
H -2.502 -1.963 -0.999
H -2.046 -0.951 2.101
H 2.045 -1.873 -2.779
H 0.679 2.081 -1.818
H 2.068 2.692 -0.017
H 3.211 1.117 1.296
H 2.615 -0.064 0.176
```



Density functional theory data (ωB97M-V/def2-TZVPD) for 13 unconnected molecules or ions with the total composition C39H69N7O6S5 in a non-equilibrium geometry.

The value obtained for the HOMO energy is -7.63 eV. Its spin multiplicity is 1. For the total energy, the calculation gives -118449.27391 eV. As for the net charge: 0.

The geometry in XYZ format:
```
126
C39H69N7O6S5 ωB97M-V/def2-TZVPD
C 1.221 3.882 3.123
O 0.307 2.840 2.825
H 0.680 4.779 3.422
H 1.944 3.587 3.887
H 1.842 4.073 2.240
H -0.603 3.192 2.865
N -2.484 -3.100 -3.031
C -1.272 -3.236 -2.423
C -0.804 -4.515 -2.627
C -1.798 -5.193 -3.367
C -2.827 -4.298 -3.586
H -3.044 -2.247 -3.144
H -0.806 -2.389 -1.940
H 0.156 -4.895 -2.322
H -1.789 -6.208 -3.731
H -3.746 -4.450 -4.128
N 1.816 -5.494 1.177
C 1.542 -6.799 1.551
C 0.273 -7.095 1.136
C -0.255 -5.956 0.494
C 0.709 -4.977 0.568
H 2.700 -5.034 1.283
H 2.315 -7.338 2.072
H -0.257 -8.007 1.355
H -1.245 -5.786 0.104
H 0.711 -3.981 0.152
N -0.184 3.770 -2.764
C -1.320 3.009 -2.820
C -2.378 3.835 -3.064
C -1.871 5.123 -3.281
C -0.500 5.069 -3.081
H 0.722 3.458 -2.447
H -1.260 1.956 -2.590
H -3.414 3.546 -3.150
H -2.449 6.006 -3.501
H 0.272 5.817 -3.096
N 2.793 -1.575 -3.688
C 2.511 -2.836 -3.224
C 3.467 -3.143 -2.279
C 4.314 -2.027 -2.136
C 3.866 -1.076 -3.029
H 2.218 -1.083 -4.354
H 1.668 -3.350 -3.657
H 3.478 -4.027 -1.660
H 5.117 -1.912 -1.428
H 4.250 -0.091 -3.246
N 0.266 0.395 1.098
C 0.453 -0.932 0.839
C 1.053 -1.054 -0.393
C 1.149 0.248 -0.925
C 0.654 1.130 0.007
H -0.121 0.739 1.960
H 0.199 -1.669 1.584
H 1.291 -1.983 -0.888
H 1.446 0.484 -1.935
H 0.434 2.183 -0.056
N 3.371 4.726 -2.972
C 3.462 3.357 -3.075
C 3.241 2.831 -1.824
C 2.961 3.912 -0.950
C 3.030 5.062 -1.685
H 3.466 5.389 -3.718
H 3.681 2.931 -4.040
H 3.217 1.791 -1.550
H 2.734 3.883 0.102
H 2.894 6.103 -1.444
N 0.657 0.268 -6.358
C 0.387 -1.078 -6.397
C -0.229 -1.427 -5.228
C -0.247 -0.277 -4.403
C 0.245 0.773 -5.141
H 0.933 0.756 -7.189
H 0.604 -1.650 -7.284
H -0.506 -2.437 -4.966
H -0.533 -0.192 -3.367
H 0.404 1.811 -4.898
C -2.352 4.308 0.476
S -2.902 3.197 1.800
O -2.291 3.733 3.077
C -4.615 3.791 1.866
H -2.579 5.351 0.681
H -2.920 4.014 -0.410
H -1.307 4.087 0.272
H -5.171 3.182 2.577
H -5.100 3.679 0.895
H -4.607 4.836 2.169
C -0.981 0.647 4.988
S -2.456 0.386 3.970
O -2.901 -1.048 4.062
C -3.608 1.324 5.009
H -1.123 0.208 5.974
H -0.800 1.714 5.122
H -0.169 0.207 4.412
H -3.417 2.396 4.983
H -3.590 0.913 6.016
H -4.583 1.172 4.542
C 1.015 -3.876 5.783
S 0.306 -2.460 4.890
O 1.441 -1.643 4.343
C -0.403 -3.402 3.510
H 1.926 -4.183 5.276
H 0.280 -4.675 5.868
H 1.208 -3.539 6.801
H 0.405 -3.881 2.960
H -0.892 -2.669 2.869
H -1.177 -4.050 3.912
C -2.790 -0.194 -0.369
S -3.838 0.389 -1.743
O -3.566 -0.561 -2.874
C -5.416 -0.217 -1.087
H -3.252 0.100 0.576
H -1.859 0.361 -0.488
H -2.649 -1.271 -0.415
H -5.691 0.398 -0.228
H -5.296 -1.262 -0.813
H -6.176 -0.088 -1.854
C 3.466 0.942 2.289
S 4.355 0.286 3.718
O 5.751 0.816 3.690
C 3.451 1.224 4.969
H 4.026 0.718 1.382
H 3.346 2.030 2.326
H 2.445 0.563 2.207
H 3.953 1.004 5.910
H 2.427 0.849 4.964
H 3.493 2.297 4.785
```